Entry from the OMol25 dataset: a molecular structure, C28H43CdN5OS3 (wB97M-V/def2-TZVPD).

Last column: Löwdin charge in e.
Atoms and positions in Å:
Cd (-0.85, 1.31, -0.57)  1.29
O (-5.07, 0.99, -0.59)  -0.01
C (-3.87, 0.97, -0.93)  -0.50
N (-2.95, 1.96, -0.63)  -0.13
C (-3.39, 3.01, 0.24)  -0.23
C (-3.11, 2.58, 1.71)  -0.22
C (-4.11, 2.63, 2.67)  -0.03
C (-3.78, 2.40, 4.00)  -0.06
C (-2.48, 1.97, 4.28)  -0.04
C (-1.51, 2.04, 3.22)  -0.16
N (-1.77, 2.26, 1.96)  0.05
C (-3.32, -0.24, -1.56)  -0.22
C (-4.18, -1.33, -1.90)  0.03
C (-3.66, -2.36, -2.73)  -0.05
C (-2.32, -2.34, -3.08)  -0.04
C (-1.51, -1.26, -2.62)  -0.13
N (-2.05, -0.27, -1.93)  -0.01
H (-4.45, 3.08, -0.01)  0.10
H (-2.95, 4.03, 0.05)  0.12
H (-5.12, 2.80, 2.37)  0.12
H (-4.57, 2.55, 4.70)  0.10
H (-2.19, 1.54, 5.19)  0.08
H (-0.45, 1.84, 3.36)  0.10
H (-5.23, -1.29, -1.58)  0.12
H (-4.26, -3.17, -3.03)  0.09
H (-1.88, -3.03, -3.78)  0.09
H (-0.48, -1.19, -2.89)  0.06
N (2.15, 6.13, 0.69)  -0.03
C (2.11, 6.85, -0.64)  -0.26
C (1.90, 5.87, -1.82)  -0.19
C (2.42, 4.41, -1.60)  -0.19
C (1.26, 3.43, -1.67)  -0.32
N (0.42, 3.39, -0.48)  -0.07
H (1.95, 6.79, 1.46)  0.07
H (3.08, 5.78, 0.86)  0.05
H (3.01, 7.51, -0.76)  0.11
H (1.22, 7.52, -0.60)  0.11
H (2.46, 6.35, -2.63)  0.10
H (0.85, 5.94, -2.04)  0.09
H (2.88, 4.26, -0.64)  0.09
H (3.08, 4.19, -2.39)  0.09
H (1.62, 2.45, -1.93)  0.05
H (0.56, 3.67, -2.56)  0.14
H (-0.19, 4.26, -0.39)  0.10
H (0.89, 3.30, 0.42)  0.07
C (0.85, -2.40, 3.28)  -0.55
C (0.27, -3.42, 4.27)  -0.58
S (-1.26, -4.22, 3.82)  0.84
C (-0.87, -5.99, 3.66)  -0.55
C (0.17, -6.31, 2.61)  -0.53
S (-0.42, -6.25, 0.86)  0.85
C (0.66, -5.05, 0.14)  -0.59
C (0.57, -3.59, 0.70)  -0.54
S (1.81, -3.11, 1.92)  0.83
H (1.56, -1.77, 3.76)  0.04
H (0.09, -1.73, 2.81)  0.09
H (0.07, -2.92, 5.25)  0.07
H (1.06, -4.23, 4.50)  0.10
H (-1.90, -6.33, 3.50)  0.06
H (-0.55, -6.28, 4.70)  0.09
H (0.51, -7.32, 2.70)  0.05
H (1.12, -5.73, 2.83)  0.07
H (0.43, -5.14, -0.90)  0.04
H (1.72, -5.39, 0.29)  0.08
H (-0.45, -3.54, 1.10)  0.05
H (0.77, -2.87, -0.12)  0.03
C (2.51, -0.95, -4.09)  -0.06
C (2.80, -1.27, -2.59)  -0.67
C (4.11, -0.65, -2.14)  -0.08
C (2.78, -2.77, -2.42)  -0.07
C (1.76, -0.63, -1.75)  -0.21
C (0.80, 0.04, -1.22)  -0.16
H (3.27, -1.43, -4.72)  0.07
H (2.49, 0.15, -4.36)  0.10
H (1.56, -1.39, -4.47)  0.08
H (5.02, -1.08, -2.73)  0.11
H (4.25, -0.91, -1.05)  0.09
H (3.96, 0.46, -2.16)  0.09
H (3.28, -3.28, -3.27)  0.09
H (1.73, -3.17, -2.38)  0.09
H (3.29, -3.06, -1.51)  0.08

* ΔE to the lowest compared entry with this formula, charge and spin: 60.2 kcal per mole
* LUMO: 0.5 eV
* total energy: -2803.91961 a.u.
* net charge: 0